{
  "formula": "C19H25ClN4O2",
  "method": "ωB97M-V with the def2-TZVPD basis set",
  "energy_ha": -1568.0083,
  "gap_ha": 0.31526,
  "relative_energy_kj_mol": 1941.33,
  "lumo_ev": 0.115,
  "total_charge": 0,
  "molar_mass_g_mol": 376.888,
  "homo_energy_ev": -8.5,
  "elements": ["C", "H", "C", "N", "C", "C", "O", "N", "H", "C", "C", "N", "C", "C", "H", "H", "C", "H", "H", "C", "H", "H", "H", "H", "H", "H", "C", "C", "O", "N", "H", "C", "C", "C", "C", "C", "C", "C", "H", "H", "Cl", "H", "H", "H", "H", "H", "H", "H", "H", "H", "H"],
  "positions_angstrom": [[-1.620037, -2.694076, -2.930248], [-0.604372, -2.498649, -3.574489], [-1.695696, -1.606676, -1.892129], [-0.748729, -1.727088, -0.896241], [0.527080, -1.473695, -1.476259], [1.100748, -0.458168, -0.245575], [0.663069, -0.344794, 1.004206], [2.219084, 0.310646, -0.880817], [2.529019, 0.158180, -1.787605], [2.989475, 1.204006, 0.071099], [1.915895, 2.355235, 0.683235], [1.141835, 3.010789, 1.008682], [4.006166, 1.860848, -0.858660], [5.337125, 1.445391, -0.415310], [5.394870, 0.419844, -1.158667], [6.096256, 1.962964, -0.558941], [5.241361, 0.873103, 1.087376], [5.320929, 1.889829, 1.700780], [6.035025, 0.398724, 1.296144], [3.738066, 0.587463, 1.313373], [3.660541, -0.541010, 0.943344], [3.240470, 0.847166, 2.338055], [4.007400, 3.188822, -0.334688], [3.662858, 2.109027, -1.630876], [1.182119, -1.975231, -1.749086], [0.482705, -0.716383, -2.268310], [-0.845647, -2.991114, 0.060939], [-1.955035, -2.340909, 1.016449], [-3.074047, -3.216972, 1.263035], [-1.697685, -1.430469, 1.826771], [-0.885062, -0.762216, 1.446809], [-2.785696, -0.666657, 2.327147], [-3.115790, 0.584130, 1.627942], [-2.243568, 1.428649, 1.352287], [-2.555572, 2.544101, 0.536591], [-3.722173, 2.853638, -0.043942], [-4.672655, 1.660857, -0.034722], [-4.383534, 0.621996, 1.244866], [-5.121048, -0.141014, 1.158383], [-5.777025, 1.826464, -0.254727], [-4.069262, 3.886600, -0.983037], [-1.936151, 3.461333, 0.594408], [-1.346624, 1.478452, 1.872189], [-3.651832, -1.450605, 2.641674], [-2.462311, -0.250541, 3.347033], [-0.884793, -3.837515, -0.437100], [0.166742, -2.969121, 0.656176], [-2.654780, -2.065952, -1.303133], [-1.906186, -0.589789, -2.371086], [-1.756925, -3.646390, -2.587724], [-2.486579, -2.573205, -3.745632]],
  "forces_ev_per_angstrom": [[0.808, 3.719, -5.591], [-2.175, -1.103, 1.354], [-6.148, -2.558, 0.334], [2.322, -1.982, 0.448], [-9.029, 12.493, 7.890], [1.268, 0.225, 0.697], [3.294, 0.055, -7.041], [-3.192, -0.342, 7.965], [0.464, -0.406, -1.654], [-2.251, 2.253, -0.140], [11.529, -11.261, -5.981], [-9.792, 8.663, 4.364], [3.808, 3.752, 15.726], [-6.076, -10.508, -0.377], [0.899, 2.070, 1.905], [6.639, 4.906, -1.547], [-6.462, 9.669, -1.844], [0.460, -1.716, -0.958], [5.114, -4.638, 1.913], [-0.495, -3.680, -1.637], [-0.368, 1.729, 1.833], [1.148, -0.814, -2.105], [-0.143, -3.379, -1.401], [-4.184, 2.683, -12.219], [10.412, -9.835, -3.744], [-0.748, -0.021, -0.064], [1.696, 9.102, 3.012], [-5.427, -12.688, -0.984], [5.066, 4.646, -2.005], [3.318, 6.200, -0.424], [-1.393, -1.931, 1.078], [-1.325, -1.368, 6.223], [-4.651, -7.820, 1.869], [3.969, 7.919, -3.090], [2.969, 1.921, 2.351], [-1.481, -15.305, 6.395], [0.569, 0.025, 6.612], [-3.790, 4.467, -8.435], [-0.126, -0.775, 0.963], [1.608, -0.353, -0.302], [-2.894, 11.681, -9.123], [0.612, -0.979, -0.167], [1.923, -0.163, 0.473], [1.808, 2.190, -1.368], [-0.099, -0.982, -0.826], [-1.378, -4.191, -1.991], [-1.885, -0.002, -1.031], [1.162, 2.124, -1.310], [0.581, -1.149, 1.166], [0.268, -2.502, 1.095], [1.799, -0.044, 1.698]]
}

{
  "formula": "C19H25LiO3Sb2",
  "method": "ωB97M-V with the def2-TZVPD basis set",
  "energy_ha": -1452.7882,
  "gap_ha": 0.31671,
  "relative_energy_kj_mol": 18.62,
  "lumo_ev": 0.387,
  "total_charge": 0,
  "molar_mass_g_mol": 551.867,
  "homo_energy_ev": -8.2,
  "elements": ["Li", "C", "Sb", "C", "C", "C", "C", "C", "C", "C", "C", "C", "Sb", "C", "C", "H", "H", "H", "H", "H", "H", "H", "H", "H", "H", "H", "H", "H", "H", "H", "H", "H", "H", "H", "H", "O", "C", "C", "C", "C", "C", "C", "C", "O", "O", "H", "H", "H", "H", "H"],
  "positions_angstrom": [[-0.553842, 0.462726, -0.227383], [0.706442, 3.400566, 2.966286], [1.216920, 1.556456, 2.004956], [1.808812, 0.530752, 3.787854], [3.203243, 2.202913, 1.424190], [4.158660, 1.077741, 1.140179], [4.876537, 0.534553, 2.209034], [5.774220, -0.504244, 2.039230], [5.984795, -1.019110, 0.767254], [5.294311, -0.480488, -0.303311], [4.375741, 0.559784, -0.146288], [3.665156, 1.072646, -1.362118], [1.850169, -0.035281, -1.784453], [1.558741, 0.733818, -3.755022], [2.827119, -1.847745, -2.377980], [1.500832, 3.686812, 3.655066], [-0.221409, 3.275870, 3.522601], [0.567828, 4.186162, 2.225324], [2.412388, 1.183389, 4.418403], [2.388700, -0.354669, 3.531042], [0.924651, 0.219388, 4.342279], [3.568000, 2.795916, 2.264231], [3.084318, 2.878057, 0.577404], [4.728327, 0.952991, 3.198287], [6.314987, -0.897904, 2.890046], [6.691138, -1.823232, 0.607265], [5.475293, -0.865451, -1.300595], [4.299268, 0.956116, -2.242497], [3.408750, 2.128680, -1.285539], [2.498735, 0.732279, -4.306793], [1.163279, 1.746457, -3.702098], [0.835137, 0.109656, -4.277329], [3.582669, -1.638017, -3.135612], [2.091811, -2.535667, -2.793069], [3.300483, -2.315974, -1.516477], [-5.043278, -0.299037, -0.415962], [-4.966828, 0.509127, -1.503132], [-6.119746, 0.809578, -2.228791], [-6.070361, 1.635966, -3.335681], [-4.860699, 2.184401, -3.737765], [-3.718202, 1.888321, -3.015190], [-3.739172, 1.053706, -1.899400], [-2.431560, 0.794050, -1.198107], [-1.413122, 1.420101, -1.614896], [-2.365925, -0.029731, -0.246023], [-5.960153, -0.570006, -0.301946], [-7.064417, 0.381676, -1.908348], [-6.980292, 1.851529, -3.881495], [-4.808458, 2.833970, -4.601108], [-2.760320, 2.301778, -3.298311]],
  "forces_ev_per_angstrom": [[0.157, -0.034, 0.133], [-0.007, -0.024, 0.021], [-0.067, -0.002, -0.019], [0.031, -0.036, 0.005], [0.130, -0.059, -0.028], [-0.040, 0.076, 0.056], [-0.021, 0.002, 0.008], [0.002, -0.005, -0.028], [-0.014, 0.024, 0.034], [0.017, -0.032, -0.013], [-0.043, 0.045, -0.032], [0.103, 0.007, -0.011], [-0.037, -0.075, -0.030], [0.016, 0.014, -0.037], [0.051, 0.036, -0.021], [0.006, -0.002, -0.009], [-0.006, 0.016, -0.015], [-0.010, -0.010, -0.005], [-0.005, 0.023, -0.024], [-0.011, 0.008, -0.010], [-0.021, 0.015, -0.028], [-0.015, -0.006, 0.014], [-0.007, -0.018, 0.008], [0.002, -0.005, -0.005], [-0.002, -0.003, -0.004], [0.002, 0.001, 0.007], [-0.004, 0.005, 0.001], [-0.026, -0.018, -0.013], [-0.052, -0.027, 0.000], [0.008, -0.007, 0.024], [-0.021, -0.013, 0.024], [-0.018, 0.009, 0.018], [-0.005, 0.013, 0.009], [-0.020, 0.011, 0.018], [-0.017, -0.003, 0.003], [0.028, -0.020, 0.030], [-0.009, 0.035, -0.040], [-0.019, -0.024, 0.018], [0.002, -0.001, 0.007], [0.037, 0.000, 0.006], [-0.050, 0.007, -0.025], [0.025, -0.016, 0.044], [-0.250, -0.186, 0.015], [0.175, 0.133, 0.001], [0.028, 0.134, -0.094], [-0.012, 0.010, -0.014], [-0.006, 0.007, -0.013], [0.001, -0.001, 0.001], [-0.010, -0.002, 0.002], [0.007, -0.004, 0.008]]
}

{
  "formula": "C19H25N3O2S",
  "method": "ωB97M-V with the def2-TZVPD basis set",
  "energy_ha": -1451.9883,
  "gap_ha": 0.31122,
  "relative_energy_kj_mol": 50.39,
  "lumo_ev": 0.348,
  "smiles": "O=C(NC1CCCCC1)c1ccccc1NC(=S)NC(=O)C1CCC1",
  "total_charge": 0,
  "molar_mass_g_mol": 359.495,
  "homo_energy_ev": -8.1,
  "elements": ["O", "C", "N", "C", "C", "C", "C", "C", "C", "C", "C", "C", "C", "C", "C", "N", "C", "S", "N", "C", "O", "C", "C", "C", "C", "H", "H", "H", "H", "H", "H", "H", "H", "H", "H", "H", "H", "H", "H", "H", "H", "H", "H", "H", "H", "H", "H", "H", "H", "H"],
  "positions_angstrom": [[-1.661812, -0.303270, 1.683018], [-1.418814, -0.955461, 0.674711], [-2.171041, -0.914334, -0.439610], [-3.343362, -0.066286, -0.615657], [-4.435824, -0.426731, 0.393568], [-5.671708, 0.435526, 0.158345], [-5.318620, 1.915336, 0.270491], [-4.221818, 2.277387, -0.726055], [-2.984750, 1.416980, -0.491353], [-0.244879, -1.873982, 0.598635], [-0.313543, -3.086264, -0.078221], [0.776952, -3.933783, -0.129635], [1.953792, -3.578333, 0.509922], [2.037576, -2.388021, 1.202740], [0.947308, -1.521562, 1.251297], [0.983711, -0.345868, 1.992634], [2.017213, 0.473532, 2.230337], [1.992406, 1.586924, 3.441714], [3.152191, 0.399760, 1.426889], [3.166689, 0.236467, 0.055082], [2.190561, -0.048230, -0.595293], [4.541337, 0.483868, -0.519038], [4.989457, 1.963766, -0.508390], [5.252207, 1.883365, -2.020133], [4.626708, 0.480529, -2.052353], [-1.821363, -1.397548, -1.250451], [-3.716042, -0.260436, -1.628224], [-4.687276, -1.485716, 0.298267], [-4.051168, -0.256236, 1.399042], [-6.075089, 0.232100, -0.837263], [-6.440660, 0.178786, 0.889119], [-4.968254, 2.125585, 1.282654], [-6.205529, 2.525006, 0.086456], [-4.588412, 2.120966, -1.744127], [-3.958248, 3.331554, -0.624103], [-2.594593, 1.597664, 0.510433], [-2.203217, 1.666494, -1.212851], [-1.239936, -3.383914, -0.548800], [0.708471, -4.871450, -0.659505], [2.805783, -4.240957, 0.482512], [2.944692, -2.130020, 1.727826], [0.061981, -0.053074, 2.334297], [3.951181, 0.872285, 1.833127], [5.255252, -0.183753, -0.032883], [5.858348, 2.183066, 0.108980], [4.186271, 2.650077, -0.245252], [4.744337, 2.634478, -2.619859], [6.310465, 1.888830, -2.271442], [5.242487, -0.304113, -2.484865], [3.638589, 0.449028, -2.506724]],
  "forces_ev_per_angstrom": [[-0.123, 0.171, 0.202], [0.098, -0.248, -0.250], [-0.038, -0.118, -0.356], [-0.029, 0.198, 0.476], [-0.173, -0.039, -0.274], [0.095, 0.057, 0.250], [-0.141, -0.033, -0.302], [0.084, 0.040, 0.255], [-0.110, -0.003, -0.286], [0.328, -0.027, 0.224], [0.078, 0.041, 0.052], [0.002, -0.091, -0.106], [-0.060, 0.045, -0.027], [-0.130, 0.022, 0.123], [-0.090, -0.655, -0.271], [-0.226, 0.287, -0.038], [-0.004, 0.315, 0.245], [-0.021, 0.243, 0.291], [-0.011, -0.262, 0.156], [0.308, -0.027, -0.165], [-0.006, 0.154, -0.156], [-0.202, -0.276, -0.131], [0.129, 0.285, 0.226], [0.125, 0.162, -0.211], [-0.083, -0.228, -0.147], [0.048, 0.053, 0.101], [0.045, -0.007, 0.072], [0.044, -0.026, 0.031], [0.012, -0.047, 0.015], [-0.091, -0.013, -0.043], [-0.061, -0.040, -0.061], [-0.014, 0.054, 0.087], [-0.005, 0.041, 0.080], [-0.038, 0.056, -0.077], [-0.009, 0.022, -0.093], [0.057, -0.001, -0.011], [0.051, -0.014, 0.029], [-0.077, -0.011, -0.026], [-0.022, -0.085, -0.029], [0.072, -0.055, 0.009], [0.042, 0.015, 0.039], [0.371, -0.017, 0.083], [-0.212, -0.030, -0.044], [-0.009, 0.003, 0.023], [-0.029, 0.055, 0.057], [-0.026, 0.033, 0.060], [0.041, 0.045, -0.043], [0.033, 0.038, -0.016], [-0.019, -0.047, -0.029], [-0.005, -0.036, 0.006]]
}

{
  "formula": "C19H25N3O2S",
  "method": "ωB97M-V with the def2-TZVPD basis set",
  "energy_ha": -1451.9159,
  "gap_ha": 0.29695,
  "relative_energy_kj_mol": 240.38,
  "lumo_ev": 0.527,
  "smiles": "CCOc1ccc(NC(=S)N(CCOC)[C@H](C)c2cccnc2)cc1",
  "total_charge": 0,
  "molar_mass_g_mol": 359.495,
  "homo_energy_ev": -7.6,
  "elements": ["C", "C", "O", "C", "C", "C", "C", "N", "C", "S", "N", "C", "C", "O", "C", "C", "C", "C", "C", "C", "C", "N", "C", "C", "C", "H", "H", "H", "H", "H", "H", "H", "H", "H", "H", "H", "H", "H", "H", "H", "H", "H", "H", "H", "H", "H", "H", "H", "H", "H"],
  "positions_angstrom": [[-6.581792, -1.242469, -1.397549], [-6.432766, -1.447244, 0.107582], [-5.232136, -2.105213, 0.451306], [-4.047250, -1.432324, 0.386819], [-2.903928, -2.207966, 0.585777], [-1.647242, -1.645687, 0.566966], [-1.496530, -0.280430, 0.335602], [-0.255790, 0.363315, 0.347621], [0.942527, -0.119469, -0.075988], [1.099583, -1.528598, -0.928609], [2.022981, 0.654338, 0.235773], [1.956065, 1.694791, 1.236847], [1.685285, 3.095074, 0.670577], [0.326563, 3.197219, 0.304078], [-0.005147, 4.432067, -0.281134], [3.312805, 0.421982, -0.411029], [3.230131, 0.706120, -1.912355], [3.862321, -0.949139, -0.070064], [3.672181, -1.479510, 1.203314], [4.216760, -2.710385, 1.518757], [4.961245, -3.366317, 0.550448], [5.172558, -2.864725, -0.652598], [4.637113, -1.696533, -0.952866], [-2.635275, 0.497538, 0.160509], [-3.898486, -0.064985, 0.181264], [-7.540256, -0.777856, -1.612888], [-6.530909, -2.202376, -1.905072], [-5.785726, -0.609840, -1.782596], [-7.219416, -2.115040, 0.470426], [-6.521239, -0.492445, 0.641815], [-3.028806, -3.264442, 0.761206], [-0.781136, -2.265483, 0.726378], [-0.317438, 1.373277, 0.429882], [2.913413, 1.725385, 1.765884], [1.175222, 1.453271, 1.963481], [2.327656, 3.280599, -0.202702], [1.921160, 3.850172, 1.436001], [-1.065895, 4.389832, -0.518373], [0.182950, 5.259398, 0.412647], [0.568653, 4.601025, -1.199494], [4.001021, 1.157625, 0.027880], [4.226748, 0.798992, -2.334041], [2.696719, 1.639979, -2.077498], [2.696966, -0.090827, -2.421620], [3.083491, -0.942782, 1.934922], [4.067380, -3.148551, 2.493752], [5.411363, -4.331235, 0.743197], [4.839487, -1.351421, -1.956399], [-2.530845, 1.562286, 0.002834], [-4.752343, 0.579000, 0.039352]],
  "forces_ev_per_angstrom": [[0.183, -0.088, 0.364], [-0.318, 0.166, -0.229], [0.225, -0.132, 0.045], [0.214, 0.030, 0.025], [-0.249, 0.132, -0.041], [-0.052, 0.040, 0.075], [-0.522, -0.206, -0.020], [0.387, 0.626, 0.272], [-0.029, -0.164, -0.185], [-0.224, -0.464, -0.359], [-0.309, 0.049, 0.156], [-0.108, 0.628, -0.027], [0.237, -0.099, 0.254], [0.056, -0.304, 0.105], [-0.042, 0.126, -0.083], [0.029, -0.092, -0.383], [0.155, 0.003, 0.115], [0.361, -0.113, 0.316], [0.201, 0.004, -0.155], [-0.006, 0.121, -0.040], [-0.070, -0.122, 0.265], [0.296, -0.376, -0.302], [-0.158, 0.494, 0.105], [0.416, -0.154, -0.020], [-0.394, -0.197, 0.056], [-0.102, 0.063, -0.053], [-0.019, -0.069, -0.067], [0.016, 0.063, -0.081], [0.080, 0.163, 0.000], [0.006, -0.117, 0.011], [-0.011, -0.137, 0.024], [0.002, -0.014, 0.022], [0.064, -0.093, 0.035], [-0.091, -0.017, -0.014], [0.120, 0.018, -0.003], [-0.025, -0.009, 0.067], [-0.013, -0.054, -0.064], [0.017, 0.093, -0.033], [-0.020, -0.021, -0.023], [-0.030, -0.005, 0.024], [-0.185, -0.067, -0.042], [0.119, 0.034, -0.084], [0.004, 0.095, -0.013], [0.022, 0.022, -0.052], [-0.079, 0.027, 0.031], [0.003, -0.062, 0.067], [0.000, -0.079, 0.103], [-0.067, 0.142, -0.102], [0.007, 0.105, -0.039], [-0.094, 0.012, -0.023]]
}